{"formula": "C33H35MnO2Si", "method": "ωB97M-V with the def2-TZVPD basis set", "elements": ["Mn", "C", "C", "C", "H", "C", "C", "H", "H", "H", "H", "C", "C", "C", "H", "C", "C", "H", "H", "H", "H", "O", "C", "C", "C", "C", "C", "H", "H", "H", "H", "H", "H", "H", "H", "H", "H", "O", "Si", "C", "C", "C", "C", "C", "C", "C", "C", "C", "C", "C", "C", "C", "C", "C", "C", "C", "C", "H", "H", "H", "H", "H", "H", "H", "H", "H", "H", "H", "H", "H", "H", "H"], "xyz": [[0.280574, -1.297737, -0.647382], [-1.700457, -1.173760, -1.658674], [-0.807811, -0.353994, -2.421788], [0.258126, -1.171499, -2.896906], [-0.957320, 0.691595, -2.678450], [0.048442, -2.500451, -2.400280], [-1.176604, -2.503590, -1.629974], [-1.674614, -3.367537, -1.188938], [-2.662738, -0.875048, -1.252770], [1.017224, -0.870933, -3.620586], [0.615831, -3.381044, -2.699218], [1.383141, -1.293439, 1.344762], [0.540644, -2.437692, 1.228122], [0.977448, -3.187609, 0.091134], [-0.238152, -2.732822, 1.931871], [2.064794, -2.462430, -0.528715], [2.296675, -1.275013, 0.246036], [3.099118, -0.555699, 0.089023], [1.393127, -0.598603, 2.180873], [0.625544, -4.185808, -0.173331], [2.695122, -2.799664, -1.346516], [1.179529, 2.026209, -1.752339], [4.187215, -1.722140, -3.490388], [3.919739, -0.489949, -3.972639], [3.475458, -2.936467, -4.015145], [5.284367, -1.903645, -2.475909], [2.024713, 1.598900, -2.523762], [3.180724, -0.350777, -4.763845], [4.466716, 0.382478, -3.611515], [3.114998, 1.715920, -2.339452], [1.755239, 1.098212, -3.479364], [4.185270, -3.641477, -4.475104], [2.732645, -2.650554, -4.773340], [2.953930, -3.494590, -3.224822], [6.269258, -1.968616, -2.965562], [5.148451, -2.821464, -1.884694], [5.324285, -1.043899, -1.794052], [-0.301030, 0.287222, 0.176467], [-1.255767, 1.101727, 1.171429], [-2.337469, -0.130483, 2.071741], [-1.849162, -0.753401, 3.226221], [-2.537420, -1.837370, 3.785375], [-3.712765, -2.304137, 3.186694], [-4.226778, -1.646012, 2.066205], [-3.552753, -0.545022, 1.519835], [-0.321779, 1.949745, 2.526024], [1.049234, 2.187124, 2.399962], [1.740506, 2.783380, 3.462888], [1.059378, 3.177505, 4.621397], [-0.321277, 2.979754, 4.725804], [-1.008935, 2.353797, 3.679420], [-2.293810, 2.408684, 0.361189], [-2.313604, 3.715590, 0.872279], [-3.206574, 4.665024, 0.362172], [-4.065716, 4.325099, -0.690527], [-4.002631, 3.041722, -1.246185], [-3.102960, 2.096223, -0.740459], [-0.932988, -0.393446, 3.700188], [-2.140607, -2.315745, 4.684728], [-4.223715, -3.174670, 3.595889], [-5.154856, -1.987271, 1.600674], [-3.977490, -0.009516, 0.667377], [1.565355, 1.908870, 1.478355], [2.819944, 2.934840, 3.380169], [1.605011, 3.640338, 5.447921], [-0.869881, 3.296713, 5.612796], [-2.086487, 2.179413, 3.763508], [-1.635735, 3.990853, 1.681939], [-3.227406, 5.668659, 0.789804], [-4.769902, 5.059596, -1.082104], [-4.654483, 2.766569, -2.078657], [-3.036102, 1.113264, -1.206881]], "atomic_forces_ev_per_a": [[0.0, -0.1, -0.3], [0.2, 0.2, -1.6], [-1.4, -0.8, -0.7], [-0.4, -0.5, 0.3], [0.2, -0.2, 0.4], [-1.8, -0.1, -1.7], [0.1, 0.2, -1.2], [0.3, 0.3, 0.0], [0.4, -0.1, 0.2], [-0.1, -0.2, 0.5], [-0.1, 0.4, 0.4], [1.1, -0.9, 0.7], [0.8, 0.2, 0.1], [2.2, -0.2, 0.6], [0.2, 0.2, -0.4], [0.5, -1.2, 1.8], [-0.3, -0.7, 0.5], [-0.3, -0.2, -0.1], [-0.3, 0.1, -0.4], [-0.1, 0.5, -0.2], [-0.5, 0.3, 0.1], [1.2, -0.3, -1.0], [-0.3, 1.1, -0.2], [0.1, -0.9, 0.0], [-0.1, 0.0, -0.1], [0.0, -0.2, 0.2], [-0.9, 0.6, 0.7], [0.2, 0.0, 0.2], [-0.1, -0.2, -0.1], [-0.3, -0.1, 0.1], [0.1, 0.2, 0.3], [0.0, 0.1, 0.0], [0.2, -0.1, 0.2], [0.2, 0.1, -0.2], [-0.1, -0.1, 0.0], [0.0, 0.3, -0.1], [0.0, -0.3, -0.1], [-1.7, 3.1, 1.9], [1.6, -1.4, -1.4], [-0.4, 0.3, 0.1], [-0.6, -0.5, 0.1], [0.1, 0.2, -0.1], [0.2, 0.2, -0.1], [0.0, 0.2, -0.1], [-0.1, -0.6, 0.6], [0.0, 0.3, 0.3], [0.0, 0.3, 0.6], [0.0, 0.0, 0.0], [0.0, -0.1, -0.1], [-0.1, -0.2, -0.3], [0.7, 0.3, 0.3], [-0.2, 0.4, -0.1], [-0.6, 0.1, -0.3], [0.1, -0.2, -0.2], [0.2, -0.2, 0.2], [0.2, 0.0, 0.0], [-0.4, 0.6, 0.1], [-0.2, -0.2, -0.2], [-0.2, 0.1, -0.3], [0.0, 0.2, -0.1], [0.2, 0.0, 0.2], [0.1, -0.2, 0.2], [-0.2, 0.0, 0.2], [-0.3, 0.0, 0.1], [-0.1, -0.1, -0.3], [0.2, 0.0, -0.1], [0.3, 0.0, 0.0], [-0.3, -0.1, -0.2], [0.0, -0.2, -0.2], [0.1, -0.2, 0.1], [0.2, 0.2, 0.2], [0.0, 0.3, 0.1]], "mulliken_spin": [2.478, 0.092, 0.019, -0.426, 0.046, -0.038, 0.048, 0.008, -0.020, 0.095, 0.014, 0.284, -0.036, 0.132, -0.040, -0.406, 0.030, -0.055, -0.021, 0.059, -0.030, -0.372, -0.539, 0.854, 1.834, 1.626, 0.303, -0.899, -0.159, 0.097, -0.021, -0.882, 0.352, -0.097, -1.354, 0.167, 0.327, 0.311, 0.383, 0.010, 0.001, 0.013, -0.025, 0.011, -0.018, -0.096, -0.013, 0.105, -0.082, 0.061, -0.020, -0.110, -0.029, 0.049, -0.064, 0.034, -0.048, 0.000, 0.000, 0.000, 0.005, 0.013, -0.036, 0.027, -0.013, 0.021, -0.012, -0.006, 0.016, -0.011, 0.016, 0.029], "fmax_ev_per_a": 4.0, "multiplicity": 5, "e_lumo_ev": [4.3036, 4.2468], "total_charge": -2, "s_squared": 6.05, "energy_ev": -78077.8157, "gap_ha": [0.053, 0.199]}